No. 1
An isolated molecule of C3H2N2OS2 at a distorted geometry, computed with wB97M-V/def2-TZVPD.

Its LUMO energy is -2.2 eV. The energy relative to the best compared isomer or geometry (same formula, charge and spin) is 1.074 eV. For the strongest force on any atom, the calculation gives 2.4 eV/Å. As for the SMILES: [H]/N=C1\NSC(=O)C1=S. The energy comes out at -1096.58955 hartree. The HOMO energy is -9.5 eV.

Structure (XYZ):
```
10
Properties=species:S:1:pos:R:3:forces:R:3
H -0.508948 2.573060 0.164749 -0.652 -0.177 -0.115
N -1.118496 1.735187 0.104303 1.906 -0.475 0.186
C -0.332297 0.736375 -0.049185 0.524 -0.103 -1.052
N 1.120882 0.765444 -0.293611 -0.368 0.570 1.711
S 1.889764 -0.833292 -0.094093 -1.013 0.650 0.064
C 0.333966 -1.684699 0.020325 -0.586 -1.846 -0.880
O 0.200453 -2.899559 0.072976 0.456 2.390 0.166
C -0.820093 -0.677101 -0.159468 -0.331 -0.290 1.256
S -2.361998 -1.155030 -0.134394 0.833 0.273 -0.286
H 1.596763 1.439614 0.368401 -0.769 -0.991 -1.050
```
Forces are in eV/Å.

Charges per atom according to natural (NBO) partitioning, unit e: 0.338, -0.561, 0.344, -0.757, 0.429, 0.321, -0.493, -0.315, 0.298, 0.398

=====

No. 2
A structure of composition C4H6F2N2V at a distorted geometry, computed with wB97M-V/def2-TZVPD.

Its LUMO energy (spin up / spin down) is -6.2 / -5.3 eV. The energy relative to the best compared isomer or geometry (same formula, charge and spin) is 0.000 eV. For the strongest force on any atom, the calculation gives 6.1 eV/Å. As for the total charge: +1. Its expectation value of S² is 2.016. Its spin multiplicity is 3. The energy comes out at -1409.04634 hartree. The HOMO energy (spin up / spin down) is -15.4 / -16.3 eV.

Structure (XYZ):
```
15
Properties=species:S:1:pos:R:3:forces:R:3
V 1.659709 1.551666 -0.941082 -0.161 -3.531 -4.958
F 0.432822 0.757068 -2.171493 1.918 1.713 2.366
F 3.070735 1.648441 -2.285423 -2.493 0.240 3.191
C 1.121217 -2.962260 -0.067395 -0.679 -0.087 0.620
C 1.659088 -1.633928 -0.165600 -0.125 -0.301 -0.561
N 2.030951 -0.562432 -0.260317 0.004 2.037 -0.124
H 0.513035 -2.936070 0.842590 0.367 -0.429 0.226
H 1.915765 -3.703135 -0.034541 -0.125 -0.077 0.074
H 0.378742 -3.175422 -0.836210 0.418 0.155 -0.421
C -2.592240 1.894529 1.099480 -0.308 -0.560 0.403
C -1.189539 1.754675 0.760036 -0.746 0.007 0.056
N -0.094009 1.680842 0.452187 1.393 0.215 -0.558
H -3.164291 0.987520 0.895043 0.316 -0.096 -0.479
H -3.027431 2.714438 0.533125 0.028 0.142 0.191
H -2.714554 1.984071 2.179602 0.192 0.573 -0.025
```
Forces are in eV/Å.

Charges per atom according to natural (NBO) partitioning, unit e: 1.876, -0.565, -0.590, -0.747, 0.526, -0.492, 0.278, 0.293, 0.293, -0.755, 0.548, -0.544, 0.293, 0.294, 0.292

=====

No. 3
A structure of composition C43H49AsBrN2PRhS, computed with wB97M-V/def2-TZVPD.

Its LUMO energy (spin up / spin down) is -1.8 / -4.3 eV. For the strongest force on any atom, the calculation gives 0.2 eV/Å. As for the total charge: +1. Its expectation value of S² is 6.029. Its spin multiplicity is 5. The energy comes out at -7437.11351 hartree. The HOMO energy (spin up / spin down) is -9.7 / -10.6 eV.

Structure (XYZ):
```
99
Properties=species:S:1:pos:R:3:forces:R:3
Rh 0.118606 -0.167955 -0.152659 0.051 0.216 -0.006
S -0.695245 1.245263 1.514526 0.005 -0.051 -0.013
C 0.485470 1.654369 2.755320 -0.040 0.119 0.001
C 0.037118 2.026110 4.022210 -0.046 0.018 0.020
C 0.948969 2.350551 5.012416 0.015 -0.002 0.024
C 2.313420 2.323917 4.750250 0.013 -0.005 0.011
C 2.767601 1.969398 3.487884 -0.003 0.049 0.002
C 1.856041 1.640929 2.492375 0.018 -0.083 -0.014
As 2.345376 1.058102 0.724606 -0.093 -0.023 -0.154
C 2.140715 2.712256 -0.294990 0.095 -0.015 0.042
C 2.461085 2.729758 -1.651378 -0.015 0.004 -0.029
C 2.231614 3.863232 -2.418065 -0.028 0.004 -0.011
C 1.665176 4.989932 -1.837706 0.004 0.016 0.000
C 1.347547 4.981738 -0.487302 -0.002 0.011 0.007
C 1.588595 3.851379 0.282764 -0.008 -0.015 -0.002
C 4.259323 0.850399 0.905450 0.032 0.027 -0.018
C 5.169022 1.823972 0.511689 0.017 0.012 -0.020
C 6.531344 1.600993 0.671725 -0.008 0.018 -0.012
C 6.982658 0.413028 1.227215 0.017 -0.016 0.005
C 6.074294 -0.559465 1.625644 0.005 0.022 0.002
C 4.714661 -0.343470 1.459272 0.023 -0.065 -0.002
H -1.026032 2.056537 4.224433 0.001 -0.015 -0.003
H 0.593557 2.628559 5.995976 -0.005 0.002 -0.001
H 3.021601 2.582282 5.526381 -0.001 0.003 -0.004
H 3.830596 1.955844 3.279159 -0.008 -0.014 -0.010
H 2.894905 1.861289 -2.128745 -0.020 0.021 0.021
H 2.492147 3.864750 -3.468898 0.006 -0.005 0.007
H 1.483670 5.875195 -2.433523 0.000 -0.006 0.001
H 0.915975 5.860143 -0.025155 0.002 0.002 0.000
H 1.340084 3.862575 1.335541 -0.015 -0.004 0.025
H 4.821143 2.756488 0.082591 0.002 -0.012 0.014
H 7.239195 2.359666 0.364240 0.002 -0.001 0.004
H 8.044149 0.243367 1.350544 -0.001 0.001 0.003
H 6.425566 -1.485046 2.062756 -0.002 -0.001 -0.003
H 4.008355 -1.109441 1.768658 -0.011 0.023 -0.011
Br -5.912674 1.407852 -1.932772 -0.045 -0.009 0.007
C -4.094110 1.867908 -1.805516 0.084 -0.016 0.001
C -3.633905 3.096562 -2.248009 -0.006 0.012 0.008
C -2.280829 3.367294 -2.123169 0.016 -0.019 0.018
C -1.452154 2.407097 -1.566311 0.016 0.030 -0.033
N -1.896720 1.216791 -1.164245 -0.096 -0.085 0.075
C -3.195927 0.955818 -1.273611 -0.051 0.071 -0.033
H -4.316743 3.819432 -2.673028 0.001 -0.001 -0.002
H -1.867492 4.311927 -2.448133 -0.011 0.008 0.005
H -0.392277 2.596893 -1.441669 0.044 0.009 -0.002
H -3.541150 -0.015969 -0.942954 -0.011 0.000 -0.009
C -2.715807 -3.892325 1.831384 0.026 -0.099 0.009
C -2.273704 -2.710146 0.963518 -0.034 -0.037 0.011
C -2.848770 -2.889546 -0.442610 -0.041 0.014 -0.098
C -2.873849 -1.447638 1.590425 -0.013 -0.015 0.067
P -0.426294 -2.437997 0.820638 0.055 0.068 0.056
C 0.265400 -2.642118 2.502433 -0.086 -0.065 0.071
C 0.147427 -3.803163 3.275973 0.026 0.061 -0.028
C 0.758595 -3.891050 4.515897 0.004 -0.001 0.019
C 1.494058 -2.824224 5.017355 0.000 0.009 0.025
C 1.616274 -1.667106 4.267724 -0.015 0.017 -0.016
C 1.007607 -1.588663 3.023170 -0.001 0.096 -0.099
C 0.376575 -3.816828 -0.169615 0.027 -0.115 0.024
C 1.870522 -3.734698 0.171550 0.043 -0.022 -0.015
C 0.194876 -3.568670 -1.671534 0.002 -0.037 -0.010
C -0.107625 -5.239602 0.123532 -0.066 -0.014 -0.092
H -3.802151 -3.981253 1.747949 0.003 -0.006 -0.015
H -2.490810 -3.720108 2.881653 0.038 -0.004 0.038
H -2.285773 -4.847397 1.526820 -0.039 0.108 0.035
H -3.934498 -2.770486 -0.400711 -0.001 -0.010 0.002
H -2.643747 -3.880483 -0.847788 -0.005 0.019 0.012
H -2.459312 -2.149622 -1.146131 0.004 0.035 0.021
H -3.944514 -1.614591 1.733495 -0.006 0.030 0.018
H -2.743412 -0.566458 0.967413 0.035 -0.002 -0.032
H -2.431303 -1.225507 2.563763 0.006 -0.020 -0.003
H -0.418181 -4.649206 2.924915 -0.058 -0.053 -0.029
H 0.656437 -4.797980 5.097473 -0.003 -0.002 -0.006
H 1.961187 -2.896975 5.990766 0.005 -0.010 -0.003
H 2.172875 -0.815836 4.640331 0.014 -0.007 0.012
H 1.100792 -0.683234 2.442633 0.009 -0.150 0.065
H 2.255064 -2.718383 0.070651 0.000 0.054 -0.012
H 2.425950 -4.378529 -0.514116 0.017 -0.003 0.007
H 2.069277 -4.063816 1.191301 0.009 -0.011 -0.019
H 0.443959 -2.549867 -1.953977 0.017 -0.010 0.029
H -0.820763 -3.782170 -2.001329 -0.008 0.026 -0.004
H 0.861189 -4.242505 -2.216117 -0.012 -0.016 -0.013
H 0.021498 -5.530604 1.161930 0.015 -0.005 0.051
H 0.490266 -5.928473 -0.479347 0.005 -0.004 0.003
H -1.150237 -5.388199 -0.162011 0.074 0.009 0.020
C -1.321785 -0.398184 -3.551170 -0.057 0.010 -0.114
C 0.153627 -0.380746 -3.503190 0.118 -0.006 0.054
C 0.972495 -0.514841 -4.677462 -0.062 0.038 -0.030
C 2.245780 -0.637936 -4.239964 0.112 0.034 0.011
C 2.191267 -0.570399 -2.803277 -0.091 0.044 -0.065
C 3.380453 -0.788009 -1.953846 0.037 -0.029 0.033
N 0.915754 -0.367963 -2.372750 -0.033 -0.034 -0.056
H -1.646034 -0.968382 -4.422347 0.008 0.000 0.012
H -1.726807 0.612576 -3.655824 0.025 -0.023 -0.024
H -1.745005 -0.833597 -2.653974 -0.010 -0.034 0.070
H 0.597726 -0.543249 -5.687963 0.009 -0.009 -0.009
H 3.147111 -0.787218 -4.812966 -0.006 -0.007 -0.011
H 4.033745 -1.522447 -2.427487 -0.012 -0.001 0.004
H 3.116738 -1.127691 -0.961154 -0.041 -0.034 0.119
H 3.972875 0.125317 -1.842584 0.014 -0.009 -0.004
```
Forces are in eV/Å.

Charges per atom according to Löwdin partitioning, unit e: 0.485, 0.690, -0.681, -0.102, -0.068, -0.073, -0.083, -0.440, 1.278, -0.384, -0.127, -0.075, -0.081, -0.070, -0.099, -0.410, -0.096, -0.070, -0.074, -0.071, -0.121, 0.106, 0.110, 0.109, 0.106, 0.076, 0.109, 0.108, 0.111, 0.100, 0.102, 0.109, 0.108, 0.109, 0.098, 0.790, -0.669, -0.088, -0.029, -0.159, -0.040, -0.210, 0.113, 0.114, 0.084, 0.087, -0.081, -0.677, -0.091, -0.123, 1.097, -0.338, -0.094, -0.062, -0.064, -0.055, -0.118, -0.669, -0.090, -0.092, -0.076, 0.095, 0.080, 0.065, 0.097, 0.072, 0.047, 0.097, 0.007, 0.080, 0.081, 0.111, 0.110, 0.104, 0.003, 0.047, 0.095, 0.083, 0.036, 0.071, 0.095, 0.067, 0.096, 0.070, -0.015, -0.288, -0.002, -0.003, -0.314, -0.038, 0.023, 0.100, 0.091, 0.042, 0.120, 0.120, 0.103, 0.021, 0.079